Entry 1:
The following is a quantum chemistry calculation of C31H39MnN2O12SSi as an isolated structure in a non-equilibrium geometry, from the OMol25 dataset.

Atoms and positions in Å:
Mn 0.038 0.464 0.376
O 3.861 -0.226 0.488
C 2.770 -0.143 0.950
O 1.673 -0.051 0.139
C 2.469 -0.156 2.410
C 3.555 -0.169 3.274
C 3.330 -0.170 4.626
C 2.054 -0.198 5.151
C 0.982 -0.219 4.294
C 1.157 -0.160 2.903
O 0.090 -0.098 2.092
N -0.362 -0.334 4.910
O -1.270 -0.716 4.200
O -0.473 0.005 6.067
N 4.484 -0.145 5.557
O 4.233 -0.158 6.742
O 5.587 -0.110 5.060
H 4.561 -0.164 2.876
H 1.892 -0.216 6.219
C 0.407 1.603 -4.124
C -0.468 2.788 -3.755
C -1.880 2.339 -3.395
C -0.504 3.815 -4.871
O 0.170 3.441 -2.623
Si -0.085 3.467 -1.041
O -0.155 1.839 -0.559
O 1.134 4.149 -0.251
C 2.495 4.519 -0.604
C 2.450 5.632 -1.641
C 3.130 5.004 0.684
C 3.214 3.290 -1.143
O -1.521 4.005 -0.535
C -2.079 5.345 -0.486
C -1.858 6.029 -1.829
C -3.557 5.155 -0.207
C -1.411 6.129 0.634
H 0.004 1.091 -4.999
H 0.455 0.892 -3.296
H 1.421 1.937 -4.350
H -2.329 1.820 -4.242
H -2.507 3.199 -3.141
H -1.872 1.655 -2.544
H -1.039 3.415 -5.735
H 0.508 4.082 -5.178
H -1.013 4.720 -4.534
H 1.926 6.502 -1.238
H 1.933 5.294 -2.542
H 3.462 5.934 -1.913
H 2.558 5.837 1.098
H 4.151 5.340 0.497
H 3.159 4.199 1.423
H 2.741 2.941 -2.065
H 3.194 2.480 -0.410
H 4.257 3.526 -1.359
H -2.337 5.461 -2.631
H -0.790 6.112 -2.054
H -2.283 7.033 -1.815
H -4.037 4.623 -1.032
H -4.047 6.123 -0.089
H -3.695 4.580 0.712
H -0.332 6.181 0.478
H -1.600 5.648 1.595
H -1.811 7.143 0.670
O -1.875 0.215 0.398
S -2.939 -0.216 1.434
C -3.068 1.104 2.633
C -2.185 2.168 2.652
C -2.261 3.079 3.698
C -3.211 2.922 4.695
C -4.100 1.854 4.651
C -4.028 0.934 3.621
C -4.439 0.055 0.533
C -5.490 -0.818 0.761
C -6.690 -0.594 0.098
C -6.803 0.472 -0.782
C -5.727 1.327 -1.006
C -4.529 1.129 -0.343
H -1.466 2.317 1.862
H -1.565 3.907 3.735
H -3.262 3.632 5.510
H -4.840 1.729 5.429
H -4.705 0.088 3.599
H -5.375 -1.662 1.434
H -7.527 -1.260 0.261
H -7.736 0.636 -1.307
H -5.827 2.154 -1.698
H -3.681 1.789 -0.494

Cartesian forces, eV/Å:
Mn -0.9 -0.8 1.2
O 0.2 0.0 -0.1
C -0.5 0.1 0.0
O 0.9 -0.2 -0.4
C 0.0 0.1 -0.2
C 0.1 0.0 -0.1
C 0.1 0.0 0.2
C 0.0 -0.1 0.2
C -0.2 -0.1 0.2
C -0.2 0.1 -0.3
O 0.2 0.4 -0.1
N -0.1 0.6 -0.2
O 0.1 -0.3 0.1
O 0.1 -0.2 -0.1
N 0.0 0.0 0.0
O 0.0 0.0 -0.1
O -0.1 0.0 0.0
H 0.0 0.0 0.0
H 0.0 0.0 0.0
C 0.0 -0.1 0.1
C -0.1 0.0 0.1
C 0.0 0.1 0.1
C 0.0 0.1 0.0
O -0.1 -0.1 -0.2
Si 0.0 0.0 0.2
O 0.1 0.5 -0.4
O -0.1 0.2 0.0
C 0.1 -0.1 -0.1
C -0.1 0.0 0.0
C 0.0 0.0 0.1
C -0.1 0.0 0.0
O 0.0 -0.1 0.1
C 0.1 0.1 -0.1
C 0.1 -0.1 0.0
C -0.1 0.0 0.0
C 0.1 -0.1 0.0
H 0.0 0.0 0.0
H 0.0 0.0 0.0
H 0.0 0.0 0.0
H 0.0 0.0 0.0
H 0.0 -0.1 0.0
H 0.0 0.0 0.0
H 0.0 0.0 0.0
H 0.0 0.0 0.0
H 0.0 0.0 0.0
H 0.0 0.0 0.0
H 0.1 0.0 0.0
H 0.0 0.0 0.0
H 0.0 0.0 0.0
H 0.0 0.0 0.0
H 0.0 0.0 0.0
H 0.0 0.0 0.1
H 0.0 0.0 0.0
H 0.0 0.0 0.0
H 0.0 0.1 0.0
H -0.1 0.0 0.0
H 0.0 0.0 0.0
H 0.0 0.0 0.0
H 0.0 0.0 0.0
H 0.0 0.0 0.0
H 0.0 0.0 0.0
H 0.0 0.0 0.0
H 0.0 0.0 0.0
O 0.3 0.1 -0.2
S -0.1 -0.1 0.2
C 0.2 0.0 0.0
C -0.1 0.1 0.0
C 0.0 0.0 0.0
C 0.0 0.0 0.0
C 0.0 0.1 0.0
C 0.0 -0.1 0.0
C 0.1 0.0 0.0
C 0.0 0.0 0.0
C 0.0 0.0 0.0
C 0.0 0.0 0.0
C 0.0 0.0 0.0
C -0.1 0.1 0.0
H 0.1 0.0 -0.1
H 0.0 0.0 0.0
H 0.0 0.0 0.0
H 0.0 0.0 0.0
H 0.0 0.0 0.0
H 0.0 0.1 0.0
H 0.0 0.0 0.0
H 0.0 0.0 0.0
H 0.0 0.0 0.0
H 0.0 0.0 0.0

The calculation puts the LUMO energy (spin up / spin down) at -7.13 / -5.00 eV. The net charge is +1. The expectation value of S² is 3.942. Its HOMO-LUMO gap (spin up / spin down) is 5.267 / 7.396 eV. Its spin multiplicity is 4. The maximum force comes out at 1.7 eV/A. The value obtained for the highest occupied orbital energy (spin up / spin down) is -12.40 / -12.39 eV.

***

Entry 2:
The following is a quantum chemistry calculation of C39H54AsF6GeN3O6P2Si3W as an isolated structure in a non-equilibrium geometry, from the OMol25 dataset.

Atoms and positions in Å:
W -0.732 -0.416 -0.123
C -0.075 0.673 3.583
P -1.098 -0.401 2.538
C -2.745 0.056 3.204
C -0.916 -2.074 3.223
C -0.429 -2.315 4.503
C -0.161 -3.615 4.905
C -0.377 -4.677 4.041
C -0.932 -4.446 2.788
C -1.211 -3.147 2.381
P -1.917 -2.747 0.759
C -3.700 -2.853 1.059
C -1.756 -4.237 -0.276
H -0.506 0.708 4.584
H -0.091 1.673 3.157
H 0.952 0.334 3.661
H -2.734 -0.295 4.237
H -3.570 -0.416 2.683
H -2.873 1.137 3.206
H -0.202 -1.494 5.173
H 0.265 -3.799 5.883
H -0.079 -5.678 4.317
H -1.092 -5.283 2.120
H -3.846 -3.805 1.573
H -4.228 -2.836 0.109
H -4.086 -2.054 1.683
H -0.760 -4.658 -0.334
H -2.131 -4.008 -1.271
H -2.411 -4.980 0.183
O 2.282 -5.917 3.244
C 2.845 -5.617 2.168
O 3.780 -6.123 1.541
C 2.313 -4.281 1.615
C 2.226 -3.151 2.421
C 1.573 -2.029 1.971
N 0.972 -1.970 0.778
C 1.162 -3.016 -0.037
C 1.836 -4.165 0.312
C 0.540 -2.825 -1.362
O 0.553 -3.540 -2.289
O -0.042 -1.591 -1.393
H 2.623 -3.181 3.428
H 1.501 -1.150 2.588
H 1.962 -4.977 -0.392
N -2.334 5.751 -7.820
C -2.156 5.064 -6.916
C -1.933 4.215 -5.780
C -2.955 3.382 -5.326
C -2.745 2.575 -4.224
C -1.508 2.595 -3.575
C -0.482 3.419 -4.047
C -0.693 4.232 -5.143
C -1.278 1.761 -2.438
C -1.046 1.050 -1.479
H -3.903 3.367 -5.844
H -3.513 1.900 -3.879
H 0.480 3.416 -3.552
H 0.093 4.876 -5.512
F -2.667 -1.754 -1.669
As -3.358 -1.705 -3.318
F -3.953 -0.105 -2.929
F -1.877 -0.986 -3.854
F -4.030 -1.622 -4.894
F -2.698 -3.285 -3.571
F -4.803 -2.402 -2.670
C 4.653 -0.761 1.080
Si 3.522 0.630 1.624
C 4.476 2.229 1.375
C 3.393 0.523 3.509
Ge 1.412 0.946 0.326
Si 2.313 0.261 -1.968
C 1.287 0.068 -3.523
C 3.290 -1.352 -1.847
C 3.505 1.660 -2.383
Si 1.155 3.399 0.327
C -0.287 4.157 -0.613
C 0.968 3.917 2.138
C 2.645 4.383 -0.313
H 5.497 -0.735 1.777
H 5.052 -0.599 0.078
H 4.228 -1.762 1.121
H 5.446 2.044 1.851
H 4.016 3.072 1.889
H 4.665 2.514 0.343
H 4.431 0.563 3.858
H 2.973 -0.399 3.914
H 2.878 1.375 3.957
H 0.725 -0.863 -3.581
H 2.057 0.051 -4.305
H 0.604 0.878 -3.750
H 2.894 -2.068 -2.570
H 3.340 -1.841 -0.878
H 4.317 -1.126 -2.147
H 2.975 2.588 -2.603
H 4.025 1.353 -3.297
H 4.261 1.863 -1.625
H -1.220 3.612 -0.540
H -0.047 4.301 -1.668
H -0.424 5.152 -0.173
H -0.072 3.829 2.462
H 1.251 4.971 2.220
H 1.596 3.358 2.836
H 3.272 3.914 -1.069
H 3.291 4.700 0.505
H 2.219 5.289 -0.757
O -1.407 1.770 1.178
C -2.540 1.538 0.713
C -3.646 2.530 0.534
C -4.717 1.690 -0.145
C -4.186 0.264 -0.112
O -4.850 -0.705 -0.290
N -2.802 0.305 0.275
H -3.274 3.356 -0.073
H -3.939 2.943 1.501
H -4.854 1.945 -1.198
H -5.693 1.714 0.334

Cartesian forces, eV/Å:
W -0.4 -1.6 2.8
C 0.0 0.0 0.0
P -0.1 0.0 0.0
C 0.0 0.0 0.0
C -0.1 0.0 0.0
C 0.0 0.0 0.0
C 0.0 0.0 0.1
C 0.0 0.0 -0.1
C 0.0 0.0 0.0
C 0.1 -0.1 -0.1
P 0.0 0.1 -0.2
C -0.1 0.0 0.1
C 0.0 0.0 0.1
H 0.0 0.0 0.0
H 0.0 0.0 0.0
H 0.0 0.0 0.0
H 0.0 0.0 0.0
H 0.0 0.0 0.0
H 0.0 0.0 0.0
H 0.0 0.0 0.0
H 0.0 0.0 0.0
H 0.0 0.0 0.0
H 0.0 0.0 0.0
H 0.0 0.0 0.0
H 0.0 0.0 0.0
H 0.0 0.0 0.0
H 0.0 0.0 0.0
H 0.0 0.0 -0.1
H 0.0 0.0 0.0
O -0.1 -0.1 -0.4
C 0.6 0.3 0.7
O -0.4 0.0 -0.2
C 0.0 -0.3 -0.1
C 0.1 -0.1 0.2
C 0.0 0.1 -0.1
N -0.1 0.2 0.1
C 0.0 -0.1 0.2
C -0.1 0.1 0.0
C 0.1 1.0 0.6
O 0.1 -1.0 -1.1
O -0.6 0.2 -0.8
H 0.0 0.0 0.0
H 0.0 0.0 0.0
H 0.0 0.0 -0.1
N 0.0 -0.1 0.1
C 0.0 0.1 -0.2
C 0.0 0.0 0.1
C 0.0 0.0 0.0
C 0.1 0.0 0.0
C 0.0 0.0 0.0
C 0.0 0.0 -0.1
C 0.0 0.0 0.0
C -0.1 -0.1 0.1
C 0.2 0.1 -0.7
H 0.0 0.0 0.0
H 0.0 0.0 0.0
H 0.0 0.0 0.0
H 0.0 0.0 0.0
F 0.1 0.1 0.1
As -0.2 -0.1 -0.1
F 0.0 0.1 -0.1
F 0.0 0.0 0.0
F 0.0 0.0 0.0
F 0.0 0.1 0.0
F 0.2 0.1 -0.1
C 0.1 0.1 0.0
Si -0.3 0.0 0.1
C 0.1 -0.1 0.1
C 0.1 0.0 0.0
Ge 0.8 0.6 -0.7
Si 0.0 0.1 0.0
C 0.1 0.0 0.1
C 0.0 0.0 0.0
C 0.1 -0.1 0.0
Si 0.0 -0.1 0.2
C 0.1 0.1 0.0
C -0.1 0.1 -0.1
C 0.0 0.0 0.0
H 0.0 0.0 0.0
H 0.0 0.0 0.0
H 0.0 0.0 0.0
H 0.0 0.1 0.0
H 0.0 0.0 0.0
H 0.0 0.0 0.0
H 0.0 0.0 0.0
H 0.0 0.0 0.0
H 0.0 0.0 0.0
H 0.0 0.0 0.0
H -0.1 0.0 0.0
H 0.0 0.1 0.0
H 0.0 0.0 0.0
H 0.0 0.0 0.0
H 0.0 0.0 0.0
H 0.0 -0.1 0.0
H 0.0 0.0 0.0
H 0.0 0.0 0.0
H 0.0 0.0 0.0
H 0.0 0.0 0.1
H 0.0 0.0 0.0
H 0.0 0.0 0.0
H 0.0 0.0 0.0
H 0.0 0.0 -0.1
H -0.1 0.0 0.1
H 0.0 0.0 0.0
H 0.1 0.0 0.0
O 0.0 0.0 -0.1
C 0.2 0.2 -0.1
C 0.0 -0.1 0.0
C 0.0 0.0 0.0
C -0.1 0.1 0.0
O 0.0 -0.1 0.0
N -0.1 0.1 -0.3
H 0.0 0.0 0.0
H 0.0 0.0 0.0
H 0.0 0.0 0.0
H 0.0 0.0 0.0

The calculation puts the LUMO energy at -2.69 eV. Its HOMO-LUMO gap is 5.825 eV. The value obtained for the relative energy (zero: lowest compared OMol25 entry of this formula, charge and spin) is 84.24 kJ/mol. The maximum force comes out at 3.2 eV/A. The value obtained for the highest occupied orbital energy is -8.51 eV.

***

Entry 3:
The following is a quantum chemistry calculation of C11H18ClYZn as an isolated structure in a non-equilibrium geometry, from the OMol25 dataset.

Atoms and positions in Å:
Y -0.700 1.195 1.283
Cl -0.602 3.081 -0.362
C -2.477 -0.324 1.102
H -2.731 -0.868 2.025
H -2.427 -1.065 0.285
H -3.350 0.321 0.890
Zn 0.576 -0.544 -3.610
C 2.172 0.642 -3.818
C -0.822 -0.298 -5.112
C 0.163 -2.037 -2.436
H -1.235 -1.311 -5.235
H -1.582 0.457 -4.848
H -0.154 0.017 -5.929
H 3.047 0.060 -3.478
H 2.116 0.750 -4.922
H 2.008 1.590 -3.258
H -0.921 -2.382 -2.304
H 0.811 -2.483 -1.631
C 1.668 0.353 1.064
C 1.224 0.243 2.427
C 0.747 -1.012 2.930
C -0.273 -1.028 3.883
C -0.916 0.169 4.247
C -0.462 1.415 3.742
C 0.795 1.441 3.115
H 2.267 1.221 0.786
H 1.936 -0.567 0.547
H 1.189 -1.931 2.536
H -0.558 -1.973 4.336
H -1.755 0.135 4.951
H -1.036 2.331 3.923
H 1.282 2.399 2.875

Cartesian forces, eV/Å:
Y -0.4 -1.1 -2.5
Cl -0.2 0.5 0.1
C -0.6 -0.3 0.0
H 0.0 0.0 -0.1
H 0.1 0.3 0.2
H -0.1 -0.1 -0.1
Zn -0.5 -0.2 0.2
C 0.0 0.1 0.0
C 0.1 0.1 0.2
C -0.7 -0.7 1.5
H -0.1 0.4 -0.3
H 0.2 -0.3 -0.4
H -0.6 0.0 -0.2
H 0.0 0.6 -0.2
H 0.5 0.4 0.5
H 0.4 -0.5 -0.5
H 1.3 0.2 -0.1
H -0.6 0.2 -0.5
C 0.6 -0.4 1.1
C 0.8 -0.1 -1.0
C -0.3 0.2 0.5
C 0.8 0.0 -0.1
C -0.6 0.7 -0.1
C 0.1 -0.7 2.3
C 0.5 0.7 -0.2
H -0.3 0.1 -0.1
H -0.1 0.2 0.0
H -0.3 0.3 0.1
H -0.2 0.1 -0.1
H 0.1 0.0 -0.5
H 0.4 -0.2 0.4
H -0.3 -0.4 -0.1

The calculation puts the LUMO energy (spin up / spin down) at 4.41 / 4.39 eV. The net charge is -2. Its HOMO-LUMO gap (spin up / spin down) is 2.634 / 2.337 eV. The value obtained for the relative energy (zero: lowest compared OMol25 entry of this formula, charge and spin) is 467.11 kJ/mol. The maximum force comes out at 2.7 eV/A. The value obtained for the highest occupied orbital energy (spin up / spin down) is 1.78 / 2.06 eV.

***

Entry 4:
The following is a quantum chemistry calculation of one molecule with the formula C5H7N in a non-equilibrium geometry, from the OMol25 dataset.

Atoms and positions in Å:
C -1.461 0.146 0.167
C -0.581 -1.091 0.065
C 1.316 0.554 -0.639
C 0.709 0.908 0.635
C 0.836 -0.541 0.373
N -2.608 0.483 -0.068
H -0.804 -1.814 0.809
H -0.732 -1.391 -0.938
H 0.772 0.646 -1.497
H 2.385 0.662 -0.858
H 1.383 1.145 1.356
H 1.604 -1.201 0.734
H -2.818 1.494 -0.139

Cartesian forces, eV/Å:
C 0.0 -0.9 -0.6
C 0.1 2.3 0.5
C 1.0 -0.9 1.3
C 2.5 -1.2 -0.1
C -1.3 0.7 -2.1
N -1.1 0.1 -0.3
H -0.6 -0.9 0.5
H 0.0 -1.0 -1.0
H -1.7 0.0 -2.2
H -0.3 0.2 0.5
H 1.4 2.0 2.4
H -0.1 0.0 0.6
H 0.1 -0.5 0.3

The calculation puts the LUMO energy (spin up / spin down) at 1.23 / -1.04 eV. The expectation value of S² is 2.006. Its HOMO-LUMO gap (spin up / spin down) is 7.470 / 8.997 eV. Its spin multiplicity is 3. The value obtained for the relative energy (zero: lowest compared OMol25 entry of this formula, charge and spin) is 181.03 kJ/mol. The maximum force comes out at 3.4 eV/A. The value obtained for the highest occupied orbital energy (spin up / spin down) is -6.24 / -10.04 eV.

***

Entry 5:
The following is a quantum chemistry calculation of C5H4N2O as an isolated structure in a non-equilibrium geometry, from the OMol25 dataset.

Atoms and positions in Å:
C -1.473 -1.461 -0.253
C -0.478 -0.031 0.774
C 1.227 1.363 0.583
C 1.243 1.085 -0.723
C -0.662 -0.185 -0.576
H -0.697 -2.371 -0.379
H -2.546 -1.781 -0.590
H 1.753 2.209 1.358
H 2.163 1.620 -1.334
N 0.477 0.477 1.462
N 0.234 0.301 -1.442
O -1.241 -1.227 1.120

Cartesian forces, eV/Å:
C 1.1 -3.1 -1.8
C 0.4 -3.0 3.2
C -0.3 0.0 5.8
C 0.8 1.6 -4.2
C 1.4 0.6 -2.9
H -2.0 1.7 -0.9
H 2.0 1.1 0.7
H -0.8 -2.5 -3.2
H -3.0 -1.5 1.1
N -0.4 2.2 -1.6
N 0.9 0.1 2.6
O -0.1 2.8 1.3

The calculation puts the LUMO energy at -0.40 eV. Its HOMO-LUMO gap is 9.375 eV. The value obtained for the relative energy (zero: lowest compared OMol25 entry of this formula, charge and spin) is 369.52 kJ/mol. The maximum force comes out at 5.8 eV/A. The value obtained for the highest occupied orbital energy is -9.77 eV.

***

Q: maximum force of number 3 (C11H18ClYZn)?
A: 2.7 eV/A

***

Q: maximum force of number 4 (C5H7N)?
A: 3.4 eV/A

***

Q: Look up the maximum force of the second one.
A: 3.2 eV/A

***

Q: Look up the maximum force of the third one.
A: 2.7 eV/A